Computed, not measured: the molecule C7H7Cl, with the ωB97M-V functional and the def2-TZVPD basis.

Properties
**E_LUMO (alpha / beta)**: 0.25 / -1.68 eV
**Relative energy (zero: lowest compared OMol25 entry of this formula, charge and spin)**: 108.87 kcal/mol
**F_max**: 3.3 eV/A

Geometry (Å):
1 H 1.811 -1.448 0.046
2 C -0.866 -1.176 -0.242
3 C -0.557 1.124 -0.334
4 C 0.098 -0.125 -0.431
5 Cl 4.404 -0.098 0.353
6 C 2.915 0.490 -0.319
7 C 1.610 -0.507 -0.406
8 H -3.096 -0.976 0.170
9 H 1.725 -0.871 -1.383
10 C -1.902 0.799 0.000
11 H -2.745 1.498 -0.138
12 H -0.074 2.103 -0.274
13 H 3.141 1.552 -0.671
14 C -2.118 -0.581 -0.052
15 H -0.589 -2.279 -0.293

Cartesian forces (eV/Å) of the 3 atoms listed first:
H 0.08 -0.39 1.54
C -1.87 -1.87 -0.15
C 0.77 -1.04 0.72

Calculated atomic charges, method Mulliken, unit e: H 0.475; C -0.607; C -0.704; C 0.661; Cl -0.167; C -0.411; C -0.610; H 0.386; H 0.447; C -0.368; H 0.356; H 0.361; H 0.355; C -0.464; H 0.290